No. 1
A 6-piece molecular cluster, C35H64FN6O2 overall. Source: OMol25; level of theory: the ωB97M-V functional and the def2-TZVPD basis.

Each line ends with the Löwdin charge.
Element x y z (Å)
C 2.510451 -6.574249 5.520058  -0.24
H 1.969416 -4.112214 1.937994  0.12
H -6.741555 10.633993 -6.663144  0.08
H 1.760825 -8.961713 6.580189  0.11
H 3.924683 -1.775343 3.605167  0.07
N 6.433124 1.607751 6.177339  0.15
C -7.646430 9.361267 -5.159422  -0.26
H 6.933856 0.199141 0.465398  0.09
H 2.370364 4.000572 6.131146  0.07
H 0.848454 -8.873756 3.650807  0.08
H 3.434653 -0.331149 4.480124  0.09
C -7.453584 2.363704 -6.772144  -0.26
H 6.740718 0.614888 2.757431  0.08
H -0.089553 -1.440713 -2.157211  0.06
H 5.488624 -0.133693 3.721944  0.05
H -5.808502 -1.502454 -2.288681  0.08
O 2.176811 -1.490026 -1.554940  -0.15
H -2.257781 -2.744341 -2.066503  0.11
H 3.636169 -0.271380 -0.812204  0.10
C 5.919390 2.245850 5.372423  -0.25
H 2.803968 -6.210202 0.998181  0.08
C 3.430872 -5.667501 1.707615  -0.09
H -0.377337 0.264055 -2.482612  0.07
H 3.544712 -3.696364 2.577734  0.10
C 3.421828 -1.338668 -0.913351  -0.16
C -2.716312 -1.105037 -0.882800  -0.25
H 5.591034 -1.974460 0.378833  0.13
H 0.087189 -8.897251 6.060317  0.11
H -8.971610 3.897457 -6.535185  0.08
H 4.973519 -2.357106 1.956936  0.10
H 4.471193 -5.795839 1.401752  0.08
C 2.294269 -1.280055 1.305012  -0.03
H -3.834969 -2.812758 -1.292153  0.12
C 3.308663 -3.481251 0.432900  -0.29
N -7.073888 1.971426 -3.329662  0.16
H 4.223672 -1.787699 -1.517505  0.14
H 2.565110 2.631934 5.038737  0.05
H 1.683198 0.512904 -1.408286  0.12
H 2.524336 -8.982574 4.194487  0.07
N -2.369358 -0.272221 -0.172607  0.15
H 4.747195 4.680077 5.704915  0.11
C 5.229766 3.061607 4.369552  -0.19
C -7.727239 10.429766 -6.240285  -0.11
C 6.058260 -0.235858 2.802037  -0.02
H 3.821372 4.658590 4.214412  0.11
H 2.377677 0.022644 -2.951354  0.12
H 0.854914 0.120274 3.380958  0.09
H 4.236794 -3.863035 -0.010575  0.15
H -8.117233 11.363383 -5.835870  0.07
C 4.829778 -1.686270 1.110923  -0.06
H -8.383652 10.116683 -7.053548  0.07
C 3.433215 -1.947470 0.499342  -0.31
C 0.297689 -0.567135 -2.682651  -0.07
C 4.222412 4.024759 5.006978  -0.25
H 1.701010 -0.690327 0.606942  0.11
H 5.499088 0.346831 -0.540722  0.07
H -6.923744 7.328428 -4.863933  0.12
N 3.573288 -6.183384 5.330768  0.15
H -4.934131 0.024371 -2.141801  0.07
H 4.722816 2.384028 3.675408  0.10
C 1.589653 0.631497 2.757971  -0.02
C -5.092787 -0.842357 -2.783720  -0.11
C -3.790926 -1.574603 -3.074951  -0.26
C -7.887758 7.425706 -6.701113  -0.23
H 3.478176 2.693214 6.548410  0.07
H 0.291678 -0.785756 -3.750409  0.07
H 1.964030 1.492707 3.309616  0.06
O 3.532852 1.457210 1.134467  -0.02
C -7.488368 1.728626 -4.372606  -0.24
H -5.550836 -0.481518 -3.703341  0.05
C 1.494266 -9.229700 4.456092  -0.11
H -7.755062 0.375301 -5.928622  0.11
H -3.080808 -0.903344 -3.562663  0.11
C -7.048493 8.047572 -5.675036  -0.19
C 1.152961 -7.072048 5.749575  -0.19
H 5.983199 3.603461 3.795614  0.12
C -7.884321 3.805814 -6.546468  -0.13
N 3.872832 0.482428 1.889810  -0.12
C 3.094604 3.295763 5.723200  -0.10
F 2.289547 -3.869715 -0.436897  0.01
C -3.139270 -2.152166 -1.814097  -0.19
H 1.096279 1.000282 1.862308  0.08
H -6.060690 8.222287 -6.106958  0.12
H -8.639158 9.162755 -4.751447  0.11
H 1.602212 -2.014299 1.719948  0.13
C -8.008107 1.412984 -5.704922  -0.19
C 5.893054 0.528817 0.455449  -0.03
H 0.517203 -6.691246 4.946945  0.12
H -9.097480 1.479619 -5.665887  0.12
H -7.504987 4.175330 -5.591302  0.07
C 3.123781 -1.049402 3.717983  -0.02
H -7.512937 4.456353 -7.334227  0.05
H -7.026239 9.706191 -4.330421  0.11
C 2.733721 -0.325620 2.426696  -0.46
H 1.410786 -10.315362 4.496685  0.07
C 5.152871 -0.237008 1.553721  -0.44
H -6.363957 2.292243 -6.777529  0.11
H 2.245282 -1.575774 4.091849  0.09
N -8.555117 6.930981 -7.493609  0.16
H 3.307213 -6.119444 2.690642  0.04
H 0.788270 -6.641627 6.683122  0.12
H 5.866159 1.598638 0.649205  0.08
C 1.102089 -8.603527 5.787010  -0.26
C 1.695280 -0.294648 -2.151676  -0.26
H -3.967490 -2.402688 -3.764443  0.11
H -7.798536 2.013202 -7.746528  0.11
H 6.669418 -1.136985 2.865012  0.09
C 3.042937 -4.194201 1.748698  -0.19

Atoms 1-2, force components in eV/Å:
C -0.02 0.10 -0.02
H 0.02 0.04 0.07

## Properties
* total charge: 0
* 2S+1: 2
* orbital gap (alpha / beta): 8.73 / 10.10 eV
* <S²>: 0.7543
* LUMO (alpha / beta): 0.0256 / 0.0256 Ha

=====

No. 2
A 6-piece molecular cluster, C35H65B2N6O12 overall at a distorted geometry. Source: OMol25; level of theory: the ωB97M-V functional and the def2-TZVPD basis.

Each line ends with the Löwdin charge.
Element x y z (Å)
C 0.162270 -2.488375 3.464283  -0.04
C 2.566356 -5.727793 1.239631  -0.37
C -1.702685 -1.094647 -3.849790  -0.05
C -2.845894 3.254358 3.856879  -0.58
H 3.776886 6.316701 5.875306  0.09
H -0.620962 3.644251 -1.865886  0.10
O -3.409356 4.224637 4.296432  0.08
O -3.460598 2.212931 3.313237  -0.05
C 0.365716 1.231050 1.387665  0.03
H 0.251955 -3.220243 -9.850412  0.08
H 2.117233 -1.199025 5.906031  0.09
C -2.556259 -3.118094 -0.224364  -0.17
C -0.448382 0.177938 1.240250  -0.07
H 4.299734 -4.342898 -1.211650  0.09
O -2.710974 -3.278047 2.877890  0.11
H 0.428923 -4.411010 -0.279107  0.04
C 3.970662 -4.392244 -0.177992  -0.04
C -1.056487 -2.998312 -0.022524  -0.25
H 5.762345 1.549977 -1.590685  0.08
H -2.992727 6.878591 -2.388078  0.07
C 2.798942 5.829085 5.860802  -0.07
H -2.592015 -0.035454 2.872711  0.11
H -2.903706 -3.255435 -8.117527  0.08
C -1.458747 5.400050 -3.763062  -0.38
C -2.305099 -2.434679 -7.729961  -0.04
H 2.245721 -2.702355 3.920903  0.09
H -2.574690 -1.634170 -3.483690  0.08
H -2.076967 -0.653050 5.175369  0.12
N 2.804767 4.726879 4.923122  -0.20
H 2.276841 -5.797301 -1.900570  0.09
C -1.346160 3.125655 3.931581  0.01
H 1.297155 5.552932 3.801001  0.14
H -0.793981 -2.373171 0.826080  0.07
H -1.757677 6.414493 -4.087246  0.12
H 4.975407 2.056022 0.798934  0.09
H 1.871292 -6.584012 1.290235  0.13
H -4.105504 3.554091 1.813838  0.09
B -3.628690 1.633345 0.744769  -0.72
H -0.810187 -1.572189 -3.449003  0.07
C -2.302282 -2.146470 2.976401  -0.34
H -0.117239 -0.733185 1.722463  0.08
H -1.474393 -3.309159 -10.246098  0.09
H -2.152808 -2.569741 -6.659444  0.08
C 1.230164 -1.413873 5.324400  -0.10
N -1.993211 5.053563 -2.583012  -0.19
H -0.604219 -2.585451 -0.921260  0.11
H 1.429871 1.046340 1.497488  0.05
C 1.967657 4.678329 3.864466  -0.35
O -0.718123 4.703408 -4.434664  0.00
N 4.881987 0.237127 -0.229674  -0.19
O 3.708412 -1.583702 -0.909912  0.00
H 6.468369 1.090953 0.835263  0.08
H -3.840351 5.477075 -1.701859  0.09
H -0.838814 0.883730 -3.642913  0.12
H 4.335264 3.812262 6.005653  0.08
C -1.054341 -1.904850 3.789106  -0.16
N -1.023529 -2.399975 -8.416520  -0.20
O 1.932158 3.779748 3.050698  0.02
C -3.386347 -1.811569 -0.085163  -0.08
H -2.210500 3.618700 -1.064146  0.08
H -4.034176 -0.988994 2.648325  0.15
H 4.242169 0.807789 -2.139599  0.09
H -3.558663 -1.399126 -1.072898  0.11
H -4.197439 2.214365 -0.209669  0.11
C -1.722885 0.223492 0.405036  -0.22
H -0.421769 -4.596010 1.133379  0.05
H 0.807115 -1.503431 -8.651184  0.13
O -0.320699 -0.597695 -7.226875  0.03
N -0.480195 -4.350891 0.155202  0.02
H 4.836326 -4.492992 0.481246  0.09
H -2.433016 6.159917 -0.864282  0.09
H -5.223406 2.288025 2.210127  0.10
H 2.070078 -7.168833 -0.796059  0.08
H -1.078193 2.109581 3.646987  0.06
O -2.241487 0.533725 -2.099797  0.09
C -4.167344 2.484118 2.021551  -0.03
C 0.016296 -0.838162 5.690231  -0.08
H -0.948570 3.280433 4.931429  0.08
C -1.697924 3.742920 -2.014675  -0.01
C 5.171598 0.637356 -1.595809  -0.04
C -2.977985 -0.931741 2.391857  0.00
C -1.118154 -1.088026 4.922123  -0.03
C 2.752593 -6.381146 -1.109706  -0.06
H 3.662586 -6.837986 -1.506624  0.08
H -1.624479 -1.171513 -4.932250  0.04
O -2.167678 1.583634 0.567927  0.00
H -2.024988 2.965376 -2.699847  0.08
H 5.070914 0.608241 1.816270  0.08
C -1.770826 0.362844 -3.440941  -0.23
C -0.133168 -1.444055 -8.074209  -0.35
O 2.826942 -5.042549 2.212214  0.00
H 3.980964 -1.094126 1.041936  0.14
H -0.848660 3.763405 3.206721  0.08
C -0.741921 -3.384230 -9.438812  -0.07
H -2.696346 -3.471649 -1.249377  0.10
H -2.516827 0.833572 -4.083705  0.12
H -2.834992 -1.493512 -7.880324  0.10
B -1.328867 0.207467 -1.139751  -0.60
C 5.377105 1.043048 0.867286  -0.06
H 0.021320 2.249873 1.464240  0.05
H 3.444207 -3.482836 0.073322  0.06
C 3.734998 3.629053 5.117507  -0.04
H 4.387980 3.534692 4.248615  0.09
C 1.309205 -2.257680 4.219542  -0.07
H -0.786165 -4.390290 -9.015344  0.09
H 3.188133 2.692371 5.232894  0.09
C 4.153201 -0.876067 -0.026511  -0.34
H 2.046319 6.559358 5.571616  0.08
H 0.572985 0.592952 -1.373996  0.11
H 0.266398 -3.129956 2.598649  0.09
H -4.371328 -2.104452 0.275801  0.12
H -2.982845 -3.901980 0.393447  0.09
H 2.569984 5.467369 6.865772  0.09
C -2.863932 5.943665 -1.843984  -0.06
H 5.723745 -0.152323 -2.107069  0.09
O -4.017829 0.221229 0.681395  -0.02
H -0.074967 -0.179148 6.540362  0.09
N 3.074903 -5.526394 0.012640  -0.20
O -0.023336 -0.149396 -1.508785  0.12
C -2.929188 -0.706421 0.859762  -0.32

Atoms 1-2, force components in eV/Å:
C 0.39 -0.35 -0.03
C -0.08 -0.02 0.09

## Properties
* total charge: -1
* orbital gap: 6.35 eV
* LUMO: 0.0745 Ha